Record 1
Here is a cluster of 3 separate species, C36H57NO16P2S in total in a non-equilibrium geometry from the Open Molecules 2025 dataset. Energies are from ωB97M-V/def2-TZVPD.

ORCA input file:
```
! RIJCOSX wB97M-V def2-TZVPD def2/J DEFGRID3
* xyz 0 1
C 3.7644 -2.9432 0.5243
C 2.9217 -1.7281 0.8914
C 3.5563 -0.4772 0.7862
C 4.9783 -0.2796 0.3025
C 4.9621 0.6548 -0.9515
O 5.6499 1.8824 -0.7143
C 5.5261 -0.0496 -2.1912
N 5.3726 0.8553 -3.3296
C 2.8512 0.6654 1.1489
C 1.5459 0.5472 1.5594
C 0.8758 -0.6699 1.6371
C 1.5805 -1.8413 1.3173
C 0.9114 -3.1978 1.4193
C 0.7244 -3.6946 2.8858
O 1.0815 -5.0716 3.0059
C -0.5550 -0.6294 2.0537
O -1.1256 -1.5599 2.5550
C -1.2981 0.6618 1.8040
C -2.7860 0.5192 1.6602
C -3.2019 0.0075 0.2746
C -4.6756 0.4606 -0.0077
O -3.1692 -1.4001 0.2764
C -3.1982 -1.9560 -1.0450
C -2.3654 -3.2241 -0.9789
C -2.8481 -4.2354 -0.1499
C -2.1069 -5.4048 -0.0212
C -0.9048 -5.5136 -0.7079
C -0.4340 -4.5180 -1.5447
C -1.1748 -3.3434 -1.6796
C -0.6516 1.8280 1.7251
C -1.2341 3.1965 1.4629
C -1.9922 3.3190 0.1379
C -1.1103 3.1627 -1.1376
C 0.4087 3.1836 -0.8796
S 1.3443 3.3171 -2.4204
O 2.4992 4.1316 -2.2370
O 1.7049 1.9687 -2.7913
O 0.4066 3.8712 -3.5838
C 0.8272 1.8040 1.9326
O 1.4418 2.7473 2.3759
H 4.0018 -2.9662 -0.5404
H 3.3549 -3.8752 0.8940
H 4.7210 -2.8134 1.0364
H 5.5454 0.2710 1.0558
H 5.4858 -1.2096 0.0660
H 3.9373 0.9255 -1.2297
H 4.9717 2.5353 -0.5213
H 6.5667 -0.3343 -2.0326
H 4.8883 -0.9311 -2.3551
H 6.0613 0.6934 -4.0473
H 4.4335 0.8211 -3.6987
H 3.3323 1.6352 1.1004
H -0.0456 -3.1879 0.8932
H 1.4922 -3.9774 0.9303
H 1.3010 -3.0834 3.5859
H -0.3390 -3.6689 3.0902
H 1.9428 -5.2128 2.6023
H -3.3135 1.4284 1.9388
H -3.0975 -0.2504 2.3756
H -2.5965 0.4703 -0.5160
H -5.0457 1.1614 0.7422
H -5.3321 -0.4107 -0.0020
H -4.7809 0.9466 -0.9818
H -4.2388 -2.2380 -1.2455
H -2.8183 -1.2556 -1.7930
H -3.7865 -4.0859 0.3712
H -2.4946 -6.1785 0.6297
H -0.3151 -6.4170 -0.5895
H 0.5063 -4.5925 -2.0771
H -0.8556 -2.5139 -2.3006
H -0.4455 3.9384 1.5706
H -1.9551 3.4012 2.2643
H -2.8412 2.6451 0.0446
H -2.4111 4.3288 0.1149
H -1.3312 4.0073 -1.7956
H -1.3662 2.2786 -1.7292
H 0.6968 2.1998 -0.5135
H 0.7436 4.0035 -0.2496
H -0.0742 3.0952 -3.9123
C 7.3458 3.6587 1.7172
O 7.2656 4.6592 2.7480
P 6.0273 5.7327 2.6629
O 6.1680 6.3049 1.2928
O 6.6334 6.6567 3.8263
C 7.9700 7.1326 3.7130
O 4.5098 6.1594 3.1015
C 3.4462 5.3733 2.5306
H 8.0109 2.8722 2.0679
H 6.3719 3.2254 1.5012
H 7.7590 4.0961 0.8103
H 8.2576 7.2761 2.6713
H 8.6532 6.4324 4.1931
H 8.0259 8.0884 4.2306
H 3.6013 4.3117 2.7199
H 3.3859 5.5529 1.4551
H 2.5129 5.6755 2.9975
C -9.2956 -4.2146 -4.5156
O -8.7099 -3.1917 -3.6953
P -8.1423 -3.6392 -2.2215
O -9.3186 -4.3037 -1.5918
O -7.9134 -2.1209 -1.7543
C -8.9952 -1.1967 -1.8283
O -6.8858 -4.1175 -1.2887
C -6.3900 -5.4525 -1.5054
H -9.3426 -3.8378 -5.5351
H -8.7008 -5.1261 -4.5018
H -10.3045 -4.4314 -4.1691
H -9.9557 -1.6916 -1.6846
H -8.9805 -0.6878 -2.7917
H -8.8554 -0.4599 -1.0395
H -6.1400 -5.6053 -2.5557
H -7.1280 -6.1909 -1.1898
H -5.4876 -5.5705 -0.9114
*
```

Summary:
Highest occupied orbital energy = -9.0 eV
SMILES = Cc1c(C[C@@H](O)CN)cc2c(c1CCO)C(=O)C(C[C@H](C)OCc1ccccc1)=C(CCCCS(=O)(=O)O)C2=O.COP(=O)(OC)OC.COP(=O)(OC)OC
DFT total energy = -101919.2273 eV

***

Record 2
Here is a cluster of 21 separate species, C36H58Cl60NO5PSi in total in a non-equilibrium geometry from the Open Molecules 2025 dataset. Energies are from ωB97M-V/def2-TZVPD.

ORCA input file:
```
! RIJCOSX wB97M-V def2-TZVPD def2/J DEFGRID3
* xyz 0 1
C 1.4855 3.0619 1.7297
C 1.6275 2.4394 0.1839
C 1.0371 3.4778 -0.9377
C -0.5823 3.2308 -1.2845
N -1.1312 2.4673 -0.1033
C -2.6274 2.5602 0.0429
O -3.0445 1.3217 0.7825
O -2.4983 1.4974 1.9805
C -0.5870 2.3378 -2.6650
O -1.8279 1.5961 -2.9248
C -1.6055 0.1426 -3.0035
C -3.0415 -0.7070 -2.9289
C -3.1293 -1.5282 -1.4822
C -4.6759 -1.9103 -1.0959
C -5.5334 -0.7006 -0.3927
C -5.7364 -1.0647 1.2113
O -4.4190 -1.2754 1.8971
C -4.6625 -0.9130 3.3028
P -0.1421 3.2957 -4.2529
O 0.1692 2.4019 -5.5184
Si -1.3153 5.0201 -1.4953
C -0.0654 6.2470 -2.3850
C -2.9718 5.0245 -2.4774
C -1.4871 5.7507 0.3206
H 2.5033 3.5847 1.9884
H 1.1949 2.2501 2.5236
H 0.6724 3.9349 1.7105
H 2.8059 2.3872 -0.0010
H 1.2445 1.3371 0.0982
H 1.1737 4.5707 -0.4863
H 1.6389 3.3114 -1.9296
H -0.9474 1.4459 -0.3406
H -3.0195 3.4517 0.6936
H -3.2405 2.5447 -0.9523
H -1.6894 0.8837 2.0762
H 0.2653 1.5142 -2.5198
H -0.9758 -0.2292 -2.0674
H -1.0800 -0.2051 -4.0136
H -3.9835 -0.0043 -2.9545
H -3.0982 -1.5346 -3.7757
H -2.5807 -0.8522 -0.6851
H -2.4705 -2.5185 -1.5646
H -5.2507 -2.1776 -2.1058
H -4.6679 -2.8318 -0.3657
H -6.6227 -0.6486 -0.8662
H -5.0647 0.3706 -0.5683
H -6.3415 -0.2128 1.7856
H -6.3344 -2.0867 1.3348
H -5.6643 -1.3933 3.6831
H -3.7156 -1.2159 3.9279
H -4.8105 0.2653 3.3322
H 1.0657 4.0882 -3.9885
H -1.1557 4.2911 -4.6286
H -0.2861 7.3061 -1.8844
H 1.0575 6.0060 -2.1276
H -0.1998 6.2527 -3.5527
H -2.9894 6.0276 -3.1212
H -3.9173 4.9083 -1.7920
H -2.8891 4.1524 -3.2872
H -1.4536 4.9133 1.1457
H -0.5231 6.4266 0.5079
H -2.4684 6.3882 0.3111
C -7.4472 -4.4765 3.5796
Cl -5.9471 -4.6350 2.6501
Cl -7.1155 -4.5745 5.3175
Cl -8.2642 -2.9540 3.1872
H -8.1094 -5.3026 3.3083
C -6.5801 -5.1188 9.4094
Cl -7.1000 -4.7290 11.0577
Cl -7.9329 -5.7693 8.4678
Cl -5.9018 -3.6870 8.6161
H -5.8007 -5.8830 9.4657
C 2.1031 -1.6240 -2.0892
Cl 0.9447 -1.0306 -0.8870
Cl 2.1374 -0.5540 -3.5012
Cl 3.7195 -1.7672 -1.3778
H 1.7819 -2.6161 -2.4167
C -4.1383 -0.7283 -7.0533
Cl -5.1209 0.4280 -7.9681
Cl -2.9069 0.1182 -6.1011
Cl -5.1631 -1.7213 -6.0030
H -3.6319 -1.3873 -7.7632
C -11.6733 -6.1553 6.3239
Cl -12.7655 -6.6329 7.6348
Cl -11.4699 -4.3953 6.2937
Cl -10.1042 -6.9599 6.4973
H -12.1172 -6.4670 5.3750
C -6.7257 -8.2563 4.2185
Cl -5.0743 -7.6536 3.9973
Cl -7.8345 -7.4623 3.0872
Cl -6.7791 -10.0151 4.0107
H -7.0451 -8.0200 5.2367
C 1.0403 8.7840 2.2358
Cl 1.6588 8.4302 3.8580
Cl 1.6481 7.5997 1.0663
Cl -0.7314 8.8047 2.2365
H 1.3962 9.7741 1.9399
C 6.0274 2.9479 2.6488
Cl 5.2620 4.4284 3.2502
Cl 6.8957 2.1221 3.9542
Cl 4.8188 1.8717 1.9274
H 6.7491 3.2230 1.8754
C 5.7666 2.4970 -2.2277
Cl 5.0012 3.9776 -1.6263
Cl 6.6348 1.6712 -0.9223
Cl 4.5579 1.4208 -2.9491
H 6.4882 2.7721 -3.0011
C -8.0845 -11.3162 0.0819
Cl -9.8233 -11.6568 0.0680
Cl -7.7508 -9.8200 0.9705
Cl -7.1907 -12.6726 0.7895
H -7.7510 -11.1852 -0.9507
C 2.7662 1.3932 -7.9309
Cl 2.3536 2.9006 -8.7656
Cl 2.9286 0.0639 -9.0912
Cl 4.2585 1.5884 -6.9958
H 1.9558 1.1496 -7.2392
C -2.3413 -5.8526 -2.1945
Cl -1.1917 -4.5808 -2.6422
Cl -3.3770 -5.3139 -0.8616
Cl -3.3220 -6.3249 -3.5926
H -1.7756 -6.7259 -1.8599
C -13.0949 -8.3139 3.0448
Cl -13.2098 -10.0764 2.9045
Cl -14.0420 -7.7367 4.4266
Cl -11.4027 -7.8111 3.1970
H -13.5060 -7.8684 2.1353
C 8.5791 -1.1780 0.8281
Cl 7.8137 0.3025 1.4294
Cl 9.4473 -2.0038 2.1334
Cl 7.3705 -2.2542 0.1067
H 9.3007 -0.9029 0.0546
C 10.4079 2.9237 6.3053
Cl 10.1806 2.1622 4.7217
Cl 12.1096 2.8482 6.7933
Cl 9.8434 4.6029 6.2747
H 9.8142 2.3741 7.0401
C 2.1606 -2.7336 -12.0328
Cl 1.7479 -1.2261 -12.8675
Cl 2.3229 -4.0629 -13.1931
Cl 3.6529 -2.5384 -11.0977
H 1.3501 -2.9772 -11.3411
C 13.2086 -0.9133 5.0869
Cl 14.2439 -2.3508 5.1191
Cl 14.1162 0.4941 4.5079
Cl 11.7840 -1.1953 4.0719
H 12.8704 -0.7095 6.1061
C 5.8180 5.0106 -9.0271
Cl 7.3181 4.8521 -9.9566
Cl 6.1497 4.9125 -7.2893
Cl 5.0010 6.5330 -9.4196
H 5.1558 4.1844 -9.2985
C 14.8943 5.2603 6.6567
Cl 16.3944 5.1018 5.7272
Cl 15.2260 5.1623 8.3946
Cl 14.0773 6.7828 6.2643
H 14.2321 4.4342 6.3854
C 11.3651 3.3281 0.9452
Cl 10.5997 4.8086 1.5466
Cl 12.2333 2.5022 2.2506
Cl 10.1564 2.2519 0.2238
H 12.0867 3.6031 0.1718
*
```

Summary:
Highest occupied orbital energy = -9.0 eV
DFT total energy = -818500.4040 eV

***

Record 3
Here is a cluster of 2 separate species, C36H58F2N2O4PSi in total in a non-equilibrium geometry from the Open Molecules 2025 dataset. Energies are from ωB97M-V/def2-TZVPD.

ORCA input file:
```
! RIJCOSX wB97M-V def2-TZVPD def2/J DEFGRID3
* xyz -1 1
C -5.4257 -0.3787 -1.3688
C -4.7076 -1.7708 -1.5066
C -5.3987 -2.9779 -2.0032
C -4.6833 -4.2608 -2.0677
C -3.2694 -4.3969 -1.6558
C -2.5180 -5.7737 -1.7620
C -3.5447 -6.9261 -1.3630
C -1.9876 -6.0442 -3.2283
C -2.5938 -3.1835 -1.1760
O -1.2505 -3.1931 -0.7731
C -0.4605 -2.7420 -1.9092
C 0.1861 -1.2960 -1.6581
O 0.3346 -1.2089 -0.2299
P 1.9549 -1.6048 0.3642
C 2.4599 0.2373 0.4841
C 3.0963 0.6706 1.8636
C 2.1860 0.4172 3.1338
C 0.6423 0.5924 2.8989
N 0.1921 1.9902 2.7613
C 0.0033 2.9360 3.7822
C -0.4843 4.1662 3.2020
C -0.5908 3.9375 1.7194
C -0.1639 2.5625 1.5540
O 2.6174 -1.5140 -1.2795
C 1.6610 -1.0746 -2.2292
C 1.9682 0.2476 -3.0369
F 3.2860 0.6820 -2.8479
F 1.8817 -0.0710 -4.4216
C 1.0072 1.4427 -2.7486
C 1.5697 2.8096 -3.3748
Si 0.1414 4.0598 -3.6101
C -0.8695 4.1328 -1.9728
C 0.7556 5.8482 -3.9196
C -1.0427 3.4302 -4.9692
C -0.7337 2.1907 -5.6882
C -1.6214 1.6357 -6.7192
C -2.8435 2.4155 -7.0031
C -3.1614 3.6666 -6.2973
C -2.2569 4.1988 -5.2827
C -3.3122 -1.8951 -1.1035
H -4.7581 0.2930 -0.7667
H -5.7011 0.0587 -2.3629
H -6.3283 -0.5684 -0.7191
H -6.4717 -2.9292 -2.3202
H -5.2743 -5.1248 -2.4691
H -1.6762 -5.7579 -1.0152
H -4.1965 -7.1207 -2.2573
H -4.2164 -6.4972 -0.5697
H -3.0279 -7.8539 -0.9933
H -1.7441 -7.1457 -3.2869
H -1.0326 -5.4990 -3.4559
H -2.7536 -5.8146 -4.0160
H 0.3323 -3.5137 -2.1175
H -1.1770 -2.6340 -2.7725
H -0.6140 -0.5754 -2.0037
H 1.3844 -1.7261 1.6817
H 3.2191 -2.0877 0.9059
H 1.5030 -2.9800 0.1582
H 3.2622 0.3970 -0.2935
H 1.6191 0.9196 0.1964
H 4.0614 0.1100 2.0059
H 3.3435 1.7719 1.7703
H 2.4814 1.1992 3.8991
H 2.4299 -0.5881 3.5635
H 0.1318 0.1872 3.8253
H 0.2242 0.0119 2.0406
H 0.1724 2.7763 4.8739
H -0.7611 5.1405 3.6535
H -0.9575 4.6847 0.9880
H -0.1419 2.0265 0.5836
H 1.7269 -1.8627 -3.0422
H 0.8433 1.6505 -1.6624
H -0.0140 1.2751 -3.1946
H 2.1541 2.6239 -4.3134
H 2.2587 3.2772 -2.6108
H -0.2759 4.7911 -1.2804
H -1.0170 3.1221 -1.5079
H -1.8585 4.6407 -2.1750
H 1.8557 5.9325 -3.6888
H 0.1797 6.5406 -3.2398
H 0.6110 6.1316 -5.0027
H 0.2120 1.6652 -5.4172
H -1.4032 0.6817 -7.2609
H -3.5370 2.0091 -7.7828
H -4.0782 4.2612 -6.5251
H -2.4233 5.1479 -4.7217
H -2.7789 -0.9858 -0.7368
C 4.2866 0.2786 9.0467
C 4.4899 -0.9204 8.1253
C 4.1192 -0.6384 6.6573
O 2.7251 -0.6272 6.3965
C 2.0752 0.5922 6.7071
N 3.7429 -2.0641 8.6626
H 3.2360 0.4497 9.2854
H 4.8058 0.1193 9.9947
H 4.6880 1.1908 8.5978
H 5.5565 -1.1686 8.1492
H 4.5230 -1.4517 6.0461
H 4.5879 0.2850 6.2943
H 2.7127 1.4600 6.5156
H 1.7395 0.5861 7.7470
H 1.1881 0.6695 6.0759
H 3.9567 -2.8861 8.1024
H 2.7557 -1.8948 8.4749
*
```

Summary:
Highest occupied orbital energy = -4.5 eV
DFT total energy = -72040.8082 eV

***

Record 4
Here is a structure of composition C36H59B3N2O17S in a non-equilibrium geometry from the Open Molecules 2025 dataset. Energies are from ωB97M-V/def2-TZVPD.

ORCA input file:
```
! RIJCOSX wB97M-V def2-TZVPD def2/J DEFGRID3
* xyz 0 1
C -3.0259 3.6693 -3.3363
C -3.3211 2.1383 -3.6141
O -3.0756 1.4343 -2.3771
C -4.2969 1.0760 -1.7050
B -3.8478 0.1520 -0.4527
O -4.3234 -1.1642 -0.2263
B -3.1484 -1.9618 -0.1867
O -2.0439 -1.5703 0.5880
B -2.1730 -0.2716 1.1249
C -1.4375 0.2211 2.4695
C -0.4392 -0.8482 3.0566
C 0.9167 -0.2166 3.5584
C 2.0421 -0.2555 2.4667
C 2.2779 -1.7332 1.9133
C 1.6140 -1.7490 0.4615
C 1.1790 -3.1795 -0.0034
S 0.2789 -2.9933 -1.6416
C 0.4097 -1.2584 -2.1421
N 1.4107 -0.6564 -2.8200
N 1.0166 0.6417 -2.8917
C -0.1526 0.8367 -2.2913
O -0.5670 -0.3753 -1.8053
O -2.9506 0.7231 0.4623
H -3.5230 4.2965 -4.1069
H -1.9174 3.8177 -3.3307
H -3.3995 3.8768 -2.2988
H -2.5823 1.7263 -4.3523
H -4.3712 1.9562 -3.9390
H -4.7106 2.0165 -1.2336
H -5.0492 0.5774 -2.3588
H -3.0582 -2.9688 -0.8063
H -2.2208 0.5181 3.2182
H -0.8807 1.1527 2.1918
H -0.9332 -1.2704 3.9764
H -0.3043 -1.7133 2.3691
H 0.6890 0.8584 3.7911
H 1.3116 -0.7531 4.4642
H 1.6946 0.3982 1.6173
H 3.0078 0.1855 2.8045
H 1.8370 -2.4952 2.5986
H 3.3774 -1.8779 1.7667
H 2.3563 -1.2602 -0.2161
H 0.6776 -1.1393 0.5638
H 0.4423 -3.5998 0.7271
H 2.0263 -3.8766 -0.1830
H -0.7189 1.7695 -2.1548
O -7.8495 1.3607 -2.6330
C -8.3453 0.2765 -2.5110
O -9.5740 -0.0469 -2.9910
C -9.9154 -1.3804 -2.5836
C -8.5924 -2.0578 -2.2858
C -7.7446 -0.9026 -1.7798
H -10.5596 -1.3205 -1.7024
H -10.4604 -1.8781 -3.3848
H -8.6806 -2.8824 -1.5788
H -8.1614 -2.4518 -3.2095
H -7.8614 -0.7505 -0.7050
H -6.6951 -1.0291 -2.0362
O 5.4767 -1.6978 1.9523
C 5.6345 -1.3292 3.0871
O 5.0888 -0.1898 3.5849
C 5.5527 0.0192 4.9278
C 5.9831 -1.3463 5.4139
C 6.4768 -2.0072 4.1355
H 6.3807 0.7331 4.9031
H 4.7469 0.4357 5.5327
H 6.7321 -1.3045 6.2043
H 5.1201 -1.8914 5.7981
H 7.5346 -1.7895 3.9384
H 6.3027 -3.0814 4.1437
O 8.8924 -1.8591 2.7256
C 9.1413 -1.2211 1.7382
O 10.1959 -0.3743 1.6389
C 10.1463 0.3107 0.3772
C 9.3007 -0.5698 -0.5204
C 8.3293 -1.1978 0.4658
H 9.6997 1.2961 0.5337
H 11.1571 0.4396 -0.0078
H 8.8158 -0.0220 -1.3279
H 9.9231 -1.3484 -0.9687
H 7.4451 -0.5774 0.6203
H 8.0422 -2.2032 0.1672
O -2.2249 6.8096 -4.2000
C -3.1310 7.5870 -4.1145
O -3.0403 8.8936 -4.4785
C -4.2610 9.5722 -4.1482
C -5.3118 8.4831 -4.0595
C -4.5059 7.2965 -3.5573
H -4.1223 10.0948 -3.1980
H -4.4922 10.3036 -4.9217
H -6.1527 8.7475 -3.4186
H -5.7042 8.2646 -5.0557
H -4.4492 7.2733 -2.4673
H -4.8919 6.3546 -3.9405
O 4.1369 -3.6261 7.6471
C 3.2467 -2.8393 7.7906
O 3.3325 -1.5307 7.4281
C 2.1399 -0.8401 7.8339
C 1.0843 -1.9181 7.9787
C 1.9047 -3.1171 8.4260
H 2.3404 -0.3247 8.7769
H 1.8706 -0.1019 7.0788
H 0.2858 -1.6482 8.6695
H 0.6313 -2.1262 7.0058
H 2.0253 -3.1476 9.5105
H 1.4861 -4.0523 8.0609
O -1.6568 -3.0061 -8.8181
C -1.2292 -2.8763 -7.7068
O -0.6870 -1.7229 -7.2374
C -0.1737 -1.9342 -5.9114
C -0.9239 -3.1411 -5.3839
C -1.1649 -3.9516 -6.6463
H 0.9028 -2.1099 -5.9781
H -0.3473 -1.0451 -5.3061
H -0.3787 -3.6822 -4.6106
H -1.8825 -2.8264 -4.9622
H -0.3303 -4.6195 -6.8679
H -2.0982 -4.5084 -6.5976
*
```

Summary:
Highest occupied orbital energy = -9.3 eV
DFT total energy = -88946.9752 eV

***

Q: Among the records above, which one has the lowest DFT total energy?
A: C36H58Cl60NO5PSi

***

Q: Which of these has the lowest DFT total energy?
A: C36H58Cl60NO5PSi

***

Q: Which of these has the lowest DFT total energy?
A: C36H58Cl60NO5PSi

***

Q: Which value of DFT total energy does entry 4 give?
A: -88946.9752 eV